13
Properties=species:S:1:pos:R:3 method="wB97M-V/def2-TZVPD" homo_lumo_gap_ev=10.781 smiles="C=C(C)CC#N" de_lowest_kj_mol=101.4 multiplicity=1
C 1.327 -0.952 -0.583
C 0.400 -0.124 -0.081
C 0.510 1.364 -0.004
C -0.789 -0.702 0.605
C -2.014 -0.253 -0.080
N -2.967 0.085 -0.659
H 2.257 -0.557 -1.048
H 1.286 -2.042 -0.449
H 1.276 1.746 -0.756
H 0.750 1.719 1.053
H -0.486 1.880 -0.288
H -0.779 -1.806 0.601
H -0.772 -0.358 1.689

=====

110
Properties=species:S:1:pos:R:3 method="wB97M-V/def2-TZVPD" homo_lumo_gap_ev="5.175 / 7.895" s_squared=2.028 total_charge=-1 de_lowest_kj_mol=66.0 multiplicity=3
Ti 0.841 -0.969 1.804
O 1.771 -0.776 0.181
S 1.228 0.042 -1.174
C 2.237 1.363 -1.464
C 3.644 1.232 -1.644
C 4.412 2.338 -1.899
C 3.844 3.617 -1.938
C 2.495 3.763 -1.621
C 1.681 2.681 -1.336
P -0.024 2.857 -0.715
C 0.004 4.516 0.075
C -1.040 5.424 -0.100
C -1.081 6.610 0.620
C -0.077 6.911 1.529
C 0.963 6.013 1.714
C 1.002 4.822 1.004
C -0.993 3.146 -2.248
C -2.386 3.065 -2.158
C -3.186 3.199 -3.283
C -2.603 3.387 -4.530
C -1.221 3.445 -4.637
C -0.423 3.329 -3.506
C 1.719 -1.256 -2.317
C 2.441 -0.919 -3.461
C 2.714 -1.874 -4.423
C 2.232 -3.168 -4.275
C 1.469 -3.485 -3.168
C 1.200 -2.547 -2.168
P 0.031 -3.006 -0.820
C 0.701 -4.576 -0.174
C -0.092 -5.253 0.758
C 0.377 -6.384 1.406
C 1.662 -6.844 1.152
C 2.465 -6.165 0.252
C 1.991 -5.039 -0.407
C -1.356 -3.552 -1.904
C -1.979 -4.794 -1.844
C -3.079 -5.076 -2.647
C -3.568 -4.124 -3.526
C -2.945 -2.884 -3.604
C -1.855 -2.602 -2.799
H 4.096 0.252 -1.563
H 5.480 2.218 -2.044
H 4.454 4.487 -2.143
H 2.074 4.760 -1.551
H -1.827 5.219 -0.812
H -1.900 7.302 0.463
H -0.107 7.837 2.090
H 1.750 6.229 2.426
H 1.809 4.119 1.173
H -2.848 2.877 -1.194
H -4.263 3.138 -3.188
H -3.223 3.478 -5.413
H -0.758 3.580 -5.606
H 0.655 3.374 -3.601
H 2.780 0.098 -3.595
H 3.291 -1.599 -5.297
H 2.429 -3.919 -5.030
H 1.050 -4.480 -3.073
H -1.089 -4.886 0.986
H -0.253 -6.891 2.127
H 2.044 -7.709 1.679
H 3.482 -6.493 0.079
H 2.647 -4.503 -1.080
H -1.605 -5.563 -1.182
H -3.547 -6.051 -2.584
H -4.425 -4.345 -4.150
H -3.311 -2.131 -4.291
H -1.383 -1.629 -2.863
O -1.037 0.090 4.307
S -1.120 1.069 3.242
O -2.417 1.641 2.990
O -0.554 0.506 1.974
C -0.090 2.431 3.811
C -0.809 3.461 4.401
C -0.156 4.485 5.075
C 1.222 4.479 5.174
C 1.951 3.470 4.560
C 1.308 2.452 3.874
S 2.351 1.364 2.920
O 3.699 1.563 3.358
O 1.853 -0.021 3.247
O 2.034 1.691 1.549
H -1.887 3.448 4.332
H -0.737 5.280 5.525
H 1.738 5.266 5.709
H 3.032 3.459 4.590
N -0.732 -2.320 2.700
C -2.215 -2.390 2.738
C -2.882 -2.290 1.361
C -3.646 -0.977 1.127
C -3.548 -0.470 -0.305
N -2.161 -0.142 -0.625
H -0.331 -3.242 2.550
H -0.426 -2.039 3.637
H -2.555 -1.586 3.387
H -2.490 -3.328 3.229
H -3.572 -3.129 1.237
H -2.120 -2.403 0.590
H -3.283 -0.196 1.796
H -4.703 -1.117 1.374
H -4.232 0.385 -0.422
H -3.894 -1.250 -0.995
H -1.755 0.435 0.109
H -2.100 0.407 -1.474
O 1.917 -2.920 4.362
Cl 2.746 -3.148 3.214
O 3.887 -2.305 3.201
O 3.099 -4.524 3.091
O 1.897 -2.818 2.008